Record 1
Molecular formula: C33H26ClGaN2O2PSSbSe4
Method: DFT, ωB97M-V/def2-TZVPD

Results
energy relative to the best compared isomer or geometry (same formula, charge and spin): 529.88 kJ/mol
total charge: -2
Kohn-Sham gap: 4.5 eV
HOMO: -0.0287 Ha
total energy: -394667.6023 eV

The geometry in XYZ format:
```
72
Properties=species:S:1:pos:R:3:forces:R:3
Ga -0.711 -0.798 0.219 -0.4 -0.4 -0.1
Se 0.577 -1.090 5.488 -0.3 0.2 -0.9
Sb 0.321 -1.274 2.989 1.0 -1.4 2.4
Se -0.980 -3.642 3.029 -3.1 0.0 0.0
Se 1.397 1.435 2.631 1.8 -0.1 0.1
Se 1.198 -3.842 2.817 2.8 0.3 -0.5
O -3.282 2.419 -0.530 -0.2 0.4 0.1
C -2.612 1.633 -1.175 0.1 -0.1 0.1
O -2.022 0.589 -0.732 -0.4 0.1 0.1
C -2.447 1.846 -2.671 0.1 0.0 0.1
C -3.214 2.833 -3.282 0.0 0.1 0.0
C -3.142 3.035 -4.644 -0.1 0.0 0.0
C -2.310 2.234 -5.415 0.1 0.0 -0.2
C -1.531 1.266 -4.814 0.0 0.1 0.0
C -1.572 1.080 -3.434 0.0 0.1 0.1
P -0.463 -0.194 -2.707 0.2 0.1 -0.3
C 1.057 0.148 -3.658 0.0 0.0 0.2
C 1.436 1.468 -3.910 -0.1 0.0 0.0
C 2.701 1.760 -4.381 0.1 0.1 0.0
C 3.615 0.741 -4.593 0.1 0.0 0.0
C 3.265 -0.568 -4.303 0.2 0.0 -0.1
C 2.006 -0.859 -3.819 -0.2 0.0 0.0
C -1.275 -1.595 -3.565 0.2 -0.1 0.1
C -0.804 -2.241 -4.702 0.0 0.0 0.1
C -1.493 -3.322 -5.223 0.0 -0.1 -0.1
C -2.671 -3.754 -4.634 0.0 -0.1 -0.1
C -3.162 -3.097 -3.518 -0.1 -0.1 0.0
C -2.464 -2.032 -2.981 0.1 0.0 0.1
H -3.856 3.432 -2.651 0.0 0.0 0.0
H -3.740 3.807 -5.108 0.0 0.1 -0.1
H -2.258 2.375 -6.485 0.0 0.0 -0.1
H -0.867 0.652 -5.409 0.0 0.0 -0.1
H 0.738 2.273 -3.718 0.0 0.0 0.0
H 2.989 2.789 -4.557 0.0 0.0 0.0
H 4.606 0.979 -4.953 0.1 0.0 0.0
H 3.987 -1.360 -4.431 0.1 -0.1 0.0
H 1.756 -1.874 -3.541 0.0 -0.1 0.0
H 0.107 -1.909 -5.180 0.0 0.0 0.0
H -1.105 -3.830 -6.098 0.0 0.0 0.0
H -3.193 -4.615 -5.032 0.0 0.0 -0.1
H -4.089 -3.425 -3.069 0.0 0.0 0.1
H -2.821 -1.540 -2.085 -0.1 0.1 0.0
N 3.152 -0.248 0.173 0.3 0.4 0.2
C 2.796 -1.434 -0.304 0.1 -0.8 -0.7
N 1.597 -1.920 -0.303 0.1 0.7 0.2
C 1.501 -3.099 -0.991 0.5 -0.3 -0.4
C 0.326 -3.801 -1.232 -0.1 0.1 0.2
C 0.373 -4.926 -2.031 -0.1 -0.1 0.0
C 1.577 -5.375 -2.563 -0.1 -0.1 -0.1
C 2.762 -4.704 -2.318 0.0 0.0 0.0
C 2.713 -3.561 -1.545 -0.1 0.2 0.1
S 4.006 -2.450 -1.147 -0.4 0.0 0.2
H 2.514 0.251 0.794 -0.3 0.2 0.2
H 4.120 0.010 0.239 0.0 -0.1 0.0
H -0.601 -3.459 -0.781 0.1 -0.1 0.0
H -0.539 -5.470 -2.244 0.0 0.0 0.0
H 1.588 -6.255 -3.187 0.0 -0.1 -0.1
H 3.696 -5.065 -2.721 0.1 0.0 -0.1
Cl 0.392 4.057 0.940 0.2 0.4 -0.7
C -0.728 4.084 2.235 -0.4 0.1 0.4
C -1.322 5.282 2.597 0.1 -0.1 -0.1
C -2.267 5.292 3.609 0.0 0.2 0.1
C -2.575 4.118 4.279 -0.1 0.1 0.2
C -1.948 2.938 3.930 -0.1 0.2 0.0
C -1.040 2.896 2.884 -0.1 0.1 0.0
C -0.485 1.604 2.445 -0.5 0.1 -0.7
H -1.042 6.183 2.071 -0.1 0.1 0.0
H -2.754 6.221 3.877 0.0 0.0 0.0
H -3.307 4.124 5.076 0.0 0.0 0.1
H -2.162 2.019 4.455 -0.1 -0.1 0.1
H -0.947 0.808 3.020 -0.5 0.0 0.1
H -0.714 1.466 1.384 -0.3 0.1 0.1
```
Positions in Å, forces in eV/Å.

***

Record 2
Molecular formula: C2H6N2S2
Method: DFT, ωB97M-V/def2-TZVPD

Results
energy relative to the best compared isomer or geometry (same formula, charge and spin): 45.53 kJ/mol
total charge: 0
Kohn-Sham gap: 8.8 eV
HOMO: -0.3057 Ha
total energy: -26821.3424 eV

The geometry in XYZ format:
```
12
Properties=species:S:1:pos:R:3:forces:R:3
C 1.587 -0.742 -0.081 -1.3 -0.4 -0.6
N 0.976 0.563 -0.014 0.0 0.9 -0.7
C -0.346 0.896 -0.075 0.1 -1.1 -0.2
S -0.706 2.515 -0.091 -0.7 -0.5 -0.1
N -1.238 -0.205 -0.170 0.5 0.0 0.7
S -2.920 -0.065 -0.157 -0.5 0.4 0.6
H 2.612 -0.545 0.023 1.5 -0.2 -0.1
H 1.304 -1.394 0.735 -0.2 0.0 0.4
H 1.372 -1.304 -1.008 0.2 0.4 0.1
H 1.540 1.359 -0.372 -0.6 -1.0 0.8
H -0.982 -1.194 0.019 0.5 1.5 -0.2
H -3.198 0.116 1.191 0.4 -0.1 -0.8
```
Positions in Å, forces in eV/Å.

***

Record 3
Molecular formula: C8H11ClNO7PS
Method: DFT, ωB97M-V/def2-TZVPD

Results
total charge: 0
Kohn-Sham gap: 8.3 eV
HOMO: -0.3649 Ha
total energy: -56943.0670 eV

The geometry in XYZ format:
```
30
Properties=species:S:1:pos:R:3:forces:R:3
C 1.278 2.372 -0.944 -0.1 0.0 -0.1
C 2.011 1.692 -2.101 0.1 -0.1 0.0
C 1.418 0.353 -2.576 0.1 -0.1 0.0
Cl 2.691 -0.576 -3.438 -0.1 -0.1 0.0
C 0.842 -0.449 -1.458 0.0 -0.1 0.0
C -0.435 -0.564 -1.086 0.1 -0.1 0.1
P -1.955 0.020 -1.846 -0.2 -0.3 -0.1
O -2.679 0.684 -0.580 -0.1 0.0 -0.3
O -1.520 1.287 -2.723 0.0 0.0 -0.1
S -2.874 -1.341 -2.811 0.1 0.3 0.1
C -0.493 -1.456 0.117 0.0 0.1 -0.1
O -1.430 -1.814 0.749 0.0 0.0 0.0
O 0.796 -1.817 0.436 0.0 0.0 0.0
C 1.665 -1.262 -0.488 -0.3 0.0 -0.1
O 2.828 -1.461 -0.445 0.3 0.2 0.1
H 0.191 2.265 -1.001 0.1 0.0 0.0
H 1.497 3.440 -0.944 0.0 0.0 0.1
H 1.593 1.967 0.019 -0.1 0.0 0.0
H 3.037 1.485 -1.793 0.0 0.1 0.0
H 2.057 2.345 -2.973 0.0 0.0 0.0
H 0.655 0.497 -3.333 -0.1 0.2 0.1
H -3.638 0.636 -0.706 0.0 -0.1 0.2
H -1.589 2.129 -2.256 0.0 0.0 0.0
C -0.479 -1.713 4.103 0.0 0.0 -0.1
N -1.327 -1.198 5.214 0.0 0.0 0.0
O -2.202 -0.404 4.940 0.0 0.0 0.0
O -1.078 -1.611 6.328 0.0 0.0 0.0
H -0.821 -1.269 3.177 0.0 0.0 0.0
H 0.548 -1.443 4.334 0.0 0.0 0.0
H -0.586 -2.793 4.085 0.0 0.0 0.0
```
Positions in Å, forces in eV/Å.

***

Record 4
Molecular formula: C3H8FN3S
Method: DFT, ωB97M-V/def2-TZVPD

Results
energy relative to the best compared isomer or geometry (same formula, charge and spin): 292.08 kJ/mol
total charge: 0
Kohn-Sham gap: 8.6 eV
HOMO: -0.2959 Ha
total energy: -21259.2895 eV

The geometry in XYZ format:
```
16
Properties=species:S:1:pos:R:3:forces:R:3
C -1.028 0.681 1.773 2.0 -4.8 -2.0
C -0.478 0.985 0.292 -1.3 0.8 2.1
F 0.140 2.262 0.360 -1.2 -0.7 -0.2
C 0.665 0.060 -0.275 -1.4 2.0 -2.7
N 1.749 0.758 -0.473 -1.9 -1.8 1.7
S 3.015 -0.177 -0.919 1.0 -1.6 -1.0
N 0.304 -1.147 -0.972 0.6 1.2 1.0
N -1.118 -1.488 -0.607 -0.2 -2.2 -4.9
H -1.759 1.365 2.079 -0.4 1.5 0.7
H -0.125 0.383 2.539 -2.6 0.9 -1.8
H -1.721 -0.270 1.461 1.9 1.7 1.4
H -1.513 1.054 -0.247 2.4 0.0 0.0
H 3.858 0.809 -0.993 0.9 0.8 -0.2
H 0.931 -1.346 -1.881 -2.5 0.3 2.4
H -1.837 -1.363 -1.588 2.8 -0.2 3.5
H -1.082 -2.566 -0.547 -0.2 2.1 0.1
```
Positions in Å, forces in eV/Å.